C5H15AlAsF6NO2 | ωB97M-V/def2-TZVPD

Summary:
* frontier orbital gap: 2.86 eV
* HOMO level: -17.870 eV
* charge: +2
* molar mass: 337.07 g/mol
* total energy: -94730.7570 eV

Last column: natural (NBO) charge in e.
Cartesian coordinates (Å):
Al -1.53842 -1.07138 0.63389  1.54
As -1.29234 2.08537 3.73811  2.83
F -1.73480 0.69866 2.68896  -0.66
F 0.01656 2.33861 2.60269  -0.65
F -0.77598 3.38630 4.71713  -0.57
F -2.57004 1.73158 4.80300  -0.56
F -0.28851 0.96199 4.58165  -0.59
F -2.28591 3.12477 2.80805  -0.60
C -1.94188 2.78356 -0.44372  -0.29
O -1.25569 1.86439 0.40218  -0.52
H -1.80446 3.79406 -0.05486  0.25
H -1.44794 2.77858 -1.43803  0.24
H -3.00296 2.55998 -0.54564  0.25
H -0.59736 2.41270 0.88980  0.56
C 1.55790 -0.77361 -3.42284  -0.62
C 0.71038 -1.30411 -2.25241  -0.10
C 1.51680 -2.23712 -1.35996  -0.09
O 0.67940 -2.67500 -0.29437  -0.48
C 1.33047 -3.47653 0.69915  -0.28
N 0.15440 -0.21129 -1.44611  -0.69
H 1.04579 -0.09903 -4.10992  0.25
H 1.99212 -1.58626 -4.01097  0.29
H 2.40593 -0.19275 -3.04161  0.24
H -0.12652 -1.81900 -2.73357  0.24
H 2.31602 -1.65182 -0.87202  0.21
H 1.91790 -3.08482 -1.92701  0.26
H 1.98242 -2.87485 1.33790  0.22
H 1.85451 -4.27066 0.15816  0.23
H 0.59252 -3.99641 1.30772  0.22
H 0.87307 0.48519 -1.19543  0.42
H -0.28340 0.31892 -2.21992  0.42

***

C4H10N4O | ωB97M-V/def2-TZVPD

Summary:
* frontier orbital gap: 9.74 eV
* HOMO level: -8.909 eV
* energy above the lowest of the compared OMol25 structures with the same formula, charge and spin: 3.362 eV
* SMILES: [H]/N=C\[C@@](C)(O)N(N)N=C
* molar mass: 130.15 g/mol
* total energy: -12315.1734 eV

Last column: natural (NBO) charge in e.
Cartesian coordinates (Å):
C 1.25159 1.67536 0.07574  -0.64
C 0.79487 0.33820 -0.48075  0.33
N 1.41754 -1.03395 1.48472  -0.64
C 1.32445 -0.87241 0.22289  0.11
O 0.98517 0.31030 -1.84859  -0.71
H 0.33356 -0.31954 -2.20690  0.50
H 1.58936 -0.17389 2.00680  0.33
H -0.49522 -0.28074 1.73461  0.36
H 1.29499 -1.77924 -0.37703  0.18
H 2.30883 1.80174 -0.16313  0.23
H 0.68749 2.47343 -0.40734  0.24
H 1.11894 1.74267 1.15638  0.21
C -2.36388 -1.36285 -0.84337  -0.14
N -0.78316 0.17266 -0.21959  -0.12
N -1.25648 -0.78228 -1.04278  -0.29
N -1.23260 0.18403 1.08750  -0.67
H -1.29481 1.15287 1.39506  0.36
H -2.69900 -2.04320 -1.60838  0.18
H -2.98164 -1.20316 0.03413  0.18

***

C5H9N3O | ωB97M-V/def2-TZVPD

Summary:
* frontier orbital gap: 7.47 eV
* HOMO level: -7.086 eV
* energy above the lowest of the compared OMol25 structures with the same formula, charge and spin: 1.830 eV
* SMILES: C=CC(=O)C(N)=C(N)N
* molar mass: 127.15 g/mol
* total energy: -11847.5778 eV

Last column: natural (NBO) charge in e.
Cartesian coordinates (Å):
C -1.32168 -0.65691 -0.29600  0.50
C -0.57983 0.55025 0.21090  -0.11
C 0.62162 0.90019 -0.31871  0.33
N -1.24732 1.32861 1.16670  -0.83
N 1.23902 0.30377 -1.38473  -0.82
N 1.32231 1.95522 0.22834  -0.82
C -0.68700 -2.00076 -0.19451  -0.30
C 0.32067 -2.31355 0.63050  -0.30
O -2.46741 -0.54817 -0.72935  -0.55
H -2.25508 1.18434 1.06334  0.39
H -1.02229 2.31095 1.01152  0.36
H 2.31848 1.75598 0.17487  0.38
H 0.58709 -0.16729 -2.00846  0.39
H 1.77444 0.99535 -1.90444  0.38
H 1.05388 2.07681 1.20574  0.38
H -1.14547 -2.76157 -0.81751  0.22
H 0.71452 -3.32410 0.66169  0.20
H 0.77403 -1.58910 1.30011  0.21

***

C10H16O2S | ωB97M-V/def2-TZVPD

Summary:
* frontier orbital gap: 10.44 eV
* HOMO level: -9.731 eV
* energy above the lowest of the compared OMol25 structures with the same formula, charge and spin: 1.128 eV
* SMILES: CC1(C)CC#CCC(C)(C)S1(=O)=O
* molar mass: 200.30 g/mol
* total energy: -25556.6324 eV

Last column: natural (NBO) charge in e.
Cartesian coordinates (Å):
O -1.84615 -0.21015 1.31352  -0.95
O -1.09147 -2.02174 0.03598  -0.95
C 1.95562 -0.57735 -0.93990  -0.01
C 1.27383 -0.30499 -1.90979  0.00
C 0.72324 -1.50745 2.43405  -0.63
C 1.11135 0.91997 1.80044  -0.64
C -0.77148 1.91498 -0.92349  -0.63
C -2.39554 0.22020 -1.64666  -0.63
C 2.14212 -1.02152 0.41484  -0.50
C -0.05212 0.02352 -2.40794  -0.48
C 0.90388 -0.50943 1.21302  -0.18
C -0.96259 0.41243 -1.18518  -0.20
S -0.77828 -0.62450 0.37343  2.07
H 0.54961 -2.53206 2.08703  0.24
H -0.16363 -1.23814 3.03503  0.24
H 1.61988 -1.48588 3.04447  0.22
H 1.89572 0.92387 2.52956  0.22
H 0.18602 1.19816 2.32796  0.24
H 1.32061 1.65860 0.99841  0.22
H -1.26672 2.16861 0.01938  0.23
H 0.28503 2.15354 -0.81529  0.22
H -1.22047 2.53349 -1.69876  0.22
H -2.64093 -0.86286 -1.81059  0.24
H -2.57202 0.76427 -2.57597  0.22
H -3.06972 0.70977 -0.89514  0.24
H 3.04953 -0.57188 0.81806  0.24
H 2.22592 -2.10615 0.42735  0.25
H 0.03949 0.82504 -3.13346  0.24
H -0.45070 -0.85233 -2.93034  0.24